1.
C4H13N2O | ωB97M-V/def2-TZVPD

Properties
orbital gap: 9.84 eV
charge: +1
energy above the lowest of the compared OMol25 structures with the same formula, charge and spin: 38.2 kJ/mol
LUMO level: -3.2 eV
calculated total energy: -9381.1882 eV
E_HOMO: -13.05 eV

Each line ends with the Mulliken charge.
Atoms and positions in Å:
C -3.9980 0.0177 0.0686  -1.14
C 3.2871 1.4725 0.1051  -1.01
C -2.6127 -0.0213 -0.5486  -0.34
C 2.9099 0.0148 0.0160  0.67
N 3.9499 -0.8233 -0.1081  -0.36
N -1.7236 -0.8778 0.2903  -0.27
O 1.7487 -0.3787 0.0579  -0.65
H -4.4549 -0.9690 0.0685  0.36
H -3.9590 0.3842 1.0906  0.38
H -4.6380 0.6820 -0.5012  0.33
H 3.9963 1.7363 -0.6763  0.34
H 3.7511 1.6652 1.0704  0.30
H 2.4012 2.0938 0.0110  0.26
H -2.1768 0.9780 -0.5968  0.33
H -2.6471 -0.4389 -1.5556  0.34
H 4.8939 -0.4796 -0.1587  0.20
H 3.7914 -1.8152 -0.1537  0.23
H -1.7260 -0.5378 1.2609  0.37
H -2.0556 -1.8475 0.2885  0.38
H -0.7376 -0.8554 -0.0289  0.28

=====

2.
C3H2NO2S | ωB97M-V/def2-TZVPD

Properties
orbital gap (spin up / spin down): 7.13 / 7.13 eV
charge: -1
energy above the lowest of the compared OMol25 structures with the same formula, charge and spin: 247.5 kJ/mol
LUMO level (spin up / spin down): 3.5 / 3.5 eV
calculated total energy: -19562.6407 eV
E_HOMO (spin up / spin down): -3.58 / -3.58 eV

Each line ends with the Mulliken charge.
Atoms and positions in Å:
C 0.9285 -1.1025 -1.0446  0.30
C 0.7648 -0.4256 1.3442  -0.59
C 0.3514 -0.4913 0.0621  -0.28
N 1.2027 -1.7367 -1.9923  -0.58
O -1.7465 1.1285 -1.8216  -0.50
O -1.4962 2.3042 0.3170  -0.50
S -1.8888 1.0315 -0.3468  0.61
H 0.1129 0.0654 2.0084  0.24
H 1.7713 -0.7734 1.4735  0.30